Entry 1:
Entry from the Open Molecules 2025 dataset: a structure of composition C27H29AgN8O2PS (the ωB97M-V functional and the def2-TZVPD basis).

```
69
C27H29AgN8O2PS the ωB97M-V functional and the def2-TZVPD basis
Ag 0.02 0.16 0.01
N -4.04 -1.95 -0.49
C -2.68 -1.92 -0.40
S -1.99 -1.70 1.23
N -1.93 -2.07 -1.42
N -0.64 -1.67 -1.36
C 0.29 -2.40 -1.85
C 0.11 -3.78 -2.34
C 0.67 -4.17 -3.56
C 0.52 -5.47 -4.01
C -0.19 -6.39 -3.26
C -0.76 -6.01 -2.05
C -0.62 -4.70 -1.60
C 1.63 -1.75 -1.91
C 2.81 -2.50 -1.96
C 4.02 -1.84 -2.05
C 4.03 -0.46 -2.12
C 2.81 0.20 -2.04
N 1.65 -0.41 -1.90
H -4.55 -2.29 0.30
H -4.42 -2.16 -1.40
H 1.22 -3.45 -4.15
H 0.95 -5.76 -4.96
H -0.29 -7.41 -3.60
H -1.32 -6.72 -1.46
H -1.05 -4.41 -0.65
H 2.77 -3.58 -1.93
H 4.95 -2.40 -2.08
H 4.95 0.10 -2.23
H 2.77 1.29 -2.11
C 2.36 -2.70 2.91
C 1.51 -2.13 1.96
N 1.64 -0.91 1.51
C 2.67 -0.16 1.95
C 3.60 -0.65 2.89
C 3.41 -1.95 3.38
C 4.71 0.17 3.30
C 4.89 1.40 2.78
C 3.96 1.94 1.83
C 4.13 3.21 1.26
C 3.20 3.68 0.37
C 2.10 2.87 0.07
N 1.92 1.67 0.58
C 2.84 1.18 1.43
H 2.19 -3.70 3.27
H 0.68 -2.71 1.56
H 4.09 -2.35 4.12
H 5.40 -0.24 4.02
H 5.74 2.01 3.07
H 4.99 3.81 1.54
H 3.30 4.65 -0.09
H 1.33 3.22 -0.62
N 0.47 3.39 3.10
C -0.83 3.79 2.57
P -1.70 2.24 2.06
O -1.06 1.18 3.06
O -1.55 1.91 0.61
C -3.45 2.38 2.61
N -3.98 1.06 2.90
H -0.24 1.58 3.43
H 0.87 4.09 3.71
H 1.13 3.24 2.34
H -0.78 4.46 1.70
H -1.42 4.27 3.35
H -4.00 2.81 1.76
H -3.52 3.08 3.45
H -4.99 1.08 2.99
H -3.60 0.72 3.78
H -2.90 -0.80 1.67
```

Properties
2S+1   1
Charge   +1
Energy above the lowest of the compared OMol25 structures with the same formula, charge and spin   27.49 kJ/mol
Frontier orbital gap   7.887 eV
HOMO energy   -10.504 eV



Entry 2:
Entry from the Open Molecules 2025 dataset: a structure of composition C27H29AsBrCl2CsN4O5SSe (the ωB97M-V functional and the def2-TZVPD basis).

```
72
C27H29AsBrCl2CsN4O5SSe the ωB97M-V functional and the def2-TZVPD basis
Cs 0.46 0.50 -0.02
Cl -0.80 2.72 3.69
C 0.12 3.57 2.42
Cl 1.77 2.91 2.24
H 0.25 4.61 2.69
H -0.41 3.45 1.47
O 1.26 -3.49 -2.78
C 1.28 -2.73 -1.81
O 0.70 -1.61 -1.69
C 2.11 -3.20 -0.61
C 2.97 -4.32 -0.78
C 3.71 -4.76 0.28
C 3.59 -4.11 1.53
C 4.30 -4.51 2.69
C 4.12 -3.86 3.88
C 3.21 -2.78 3.96
C 2.52 -2.36 2.85
C 2.70 -3.02 1.61
N 1.99 -2.57 0.53
H 3.01 -4.79 -1.75
H 4.39 -5.60 0.18
H 4.99 -5.35 2.62
H 4.66 -4.17 4.76
H 3.05 -2.28 4.90
H 1.80 -1.56 2.92
C -1.36 -2.58 0.88
As -2.14 -2.48 2.64
C -2.82 -4.30 2.78
C -3.77 -1.48 2.54
S -0.95 -2.00 4.26
H -2.15 -2.64 0.14
H -0.73 -3.46 0.82
H -0.73 -1.72 0.65
H -3.41 -4.54 1.90
H -3.43 -4.41 3.68
H -1.97 -4.98 2.85
H -4.32 -1.78 1.65
H -3.52 -0.43 2.46
H -4.35 -1.67 3.44
N -1.53 -1.00 -3.22
C -2.80 -0.98 -2.74
N -3.65 -0.07 -3.35
O -3.21 -1.71 -1.84
H -1.27 -0.34 -3.93
H -0.77 -1.44 -2.69
H -3.24 0.80 -3.66
H -4.49 0.08 -2.80
Se 4.83 5.14 -1.16
C 5.50 5.62 -2.86
C 5.57 6.96 -3.30
C 6.07 7.26 -4.55
N 6.52 6.36 -5.43
C 6.45 5.09 -5.02
C 5.97 4.68 -3.79
H 5.22 7.74 -2.63
H 6.12 8.29 -4.88
H 6.81 4.35 -5.74
H 5.94 3.63 -3.53
Br -3.65 4.63 0.98
C -4.55 3.07 0.36
C -5.91 3.19 0.13
C -6.64 2.09 -0.29
C -6.00 0.87 -0.47
C -4.64 0.76 -0.22
C -3.88 1.86 0.18
C -2.39 1.65 0.38
O -1.62 2.46 -0.17
O -2.08 0.64 1.05
H -6.40 4.14 0.29
H -7.70 2.18 -0.47
H -6.56 0.00 -0.78
H -4.12 -0.19 -0.34
```

Properties
2S+1   1
Charge   -2
Frontier orbital gap   5.203 eV
HOMO energy   -1.694 eV



Entry 3:
Entry from the Open Molecules 2025 dataset: a structure of composition C27H29CdN9O5PS4 (the ωB97M-V functional and the def2-TZVPD basis).

```
76
C27H29CdN9O5PS4 the ωB97M-V functional and the def2-TZVPD basis
Cd -0.48 -0.03 0.25
C 1.48 -2.86 4.97
C 2.16 -3.23 3.66
O 2.99 -2.19 3.16
P 2.55 -1.05 2.09
S 3.47 -1.26 0.37
S 0.58 -0.67 2.41
O 3.28 0.17 2.89
C 3.57 1.39 2.23
C 4.48 2.20 3.13
H 0.91 -3.72 5.33
H 0.80 -2.03 4.81
H 2.21 -2.57 5.72
H 1.42 -3.52 2.90
H 2.83 -4.08 3.83
H 2.64 1.93 2.02
H 4.06 1.18 1.27
H 3.98 2.40 4.08
H 4.73 3.15 2.66
H 5.40 1.65 3.33
N -4.27 -6.46 -2.82
C -3.20 -5.65 -2.39
C -3.43 -4.56 -1.56
C -2.37 -3.81 -1.09
C -1.07 -4.14 -1.43
C -0.84 -5.23 -2.26
C -1.89 -5.98 -2.75
S 0.35 -3.28 -0.74
O 0.24 -3.46 0.69
O 1.49 -3.88 -1.40
N 0.17 -1.71 -1.05
C 0.10 -1.29 -2.33
N -0.19 -2.15 -3.33
C -0.29 -1.63 -4.55
C -0.12 -0.29 -4.82
C 0.17 0.52 -3.73
N 0.28 0.04 -2.50
H -5.16 -6.01 -2.84
H -4.07 -6.99 -3.65
H -4.44 -4.30 -1.28
H -2.55 -2.95 -0.45
H 0.19 -5.46 -2.51
H -1.71 -6.81 -3.41
H -0.55 -2.34 -5.33
H -0.22 0.12 -5.82
H 0.31 1.59 -3.83
N -3.09 -5.46 3.97
C -3.18 -4.51 3.34
C -3.39 -3.33 2.57
C -4.68 -2.99 2.16
C -4.86 -1.84 1.43
C -3.76 -1.05 1.13
N -2.52 -1.38 1.50
C -2.34 -2.48 2.20
H -5.51 -3.65 2.42
H -5.85 -1.54 1.09
H -3.85 -0.13 0.57
H -1.31 -2.73 2.46
N -2.70 6.67 2.26
C -2.27 5.65 3.12
S -2.58 5.83 4.78
C -1.57 4.56 2.54
C -1.18 4.54 1.17
C -0.57 3.43 0.65
N -0.30 2.31 1.33
C -0.63 2.33 2.64
C -1.23 3.39 3.27
H -3.32 7.31 2.74
H -3.06 6.34 1.38
H -1.33 5.41 0.55
H -0.26 3.43 -0.40
H -0.38 1.44 3.21
H -1.48 3.34 4.33
O -2.78 2.31 -2.51
C -2.44 1.56 -1.64
N -2.14 0.81 -0.78
```

Properties
2S+1   2
Charge   -2
Energy above the lowest of the compared OMol25 structures with the same formula, charge and spin   126.36 kJ/mol
Frontier orbital gap (alpha / beta)   4.192 / 6.460 eV
HOMO energy (alpha / beta)   -0.381 / -2.650 eV



Number 1: calculated total energy -68606.69509 eV. Number 2: calculated total energy -277329.66136 eV. Number 3: calculated total energy -109318.42298 eV.